## a
Computed, not measured: 2 unconnected molecules or ions with the total composition CH2N2S2, with ωB97M-V/def2-TZVPD.

Calculated values
HOMO energy = -8.15 eV
SMILES = S=NS.C#N
Gap between HOMO and LUMO = 0.2600 Ha

```
! RIJCOSX wB97M-V def2-TZVPD def2/J DEFGRID3
* xyz 0 1
S 1.70 -1.57 1.18
H -1.17 2.32 -0.49
H 1.78 -1.50 -0.21
S -0.96 -0.78 1.99
C -0.93 1.61 -1.28
N -0.54 1.03 -2.19
N 0.13 -1.10 1.00
*
```

---

## b
Computed, not measured: a single CH2N2S2 molecule, with ωB97M-V/def2-TZVPD.

Calculated values
HOMO energy (alpha / beta) = -7.24 / -7.24 eV
Gap between HOMO and LUMO (alpha / beta) = 0.2480 / 0.2483 Ha

```
! RIJCOSX wB97M-V def2-TZVPD def2/J DEFGRID3
* xyz 0 1
N -1.41 -0.03 0.04
S 2.22 -1.37 -0.03
C -0.21 0.38 0.29
S 2.37 0.56 -0.10
N 0.78 0.97 -0.07
H -2.00 -0.36 0.79
H -1.75 -0.15 -0.91
*
```

---

The structure with the most favorable energy is b; the runner-up is 0.827 eV above it.

---

## a
Computed, not measured: 2 unconnected molecules or ions with the total composition C2H7N2OS, with ωB97M-V/def2-TZVPD.

Calculated values
HOMO energy = -13.92 eV
Gap between HOMO and LUMO = 0.2834 Ha

```
! RIJCOSX wB97M-V def2-TZVPD def2/J DEFGRID3
* xyz 1 1
O -1.77 -0.79 -1.59
H 0.53 1.09 -1.29
C -1.61 -0.66 -0.34
C 1.79 0.27 0.16
H 0.49 1.74 0.15
N 0.50 0.87 -0.28
H -0.75 -2.00 0.87
N -1.24 -1.16 0.78
H -1.48 -0.50 1.51
S -2.61 0.70 -0.88
H 2.51 1.03 0.26
H 2.12 -0.43 -0.55
H 1.51 -0.17 1.19
*
```

---

## b
Computed, not measured: 2 unconnected molecules or ions with the total composition C2H7N2OS, with ωB97M-V/def2-TZVPD.

Calculated values
HOMO energy = -13.75 eV
Gap between HOMO and LUMO = 0.3675 Ha

```
! RIJCOSX wB97M-V def2-TZVPD def2/J DEFGRID3
* xyz 1 1
H -0.48 -0.94 -0.07
H 1.19 -2.80 0.36
H 0.34 1.09 0.41
S 2.52 1.01 -0.43
H 2.49 -1.83 0.17
N 0.97 0.38 0.12
C -2.53 1.51 0.08
H -3.59 1.07 -0.19
H -2.61 2.56 -0.07
H 1.88 2.04 -0.81
C 0.60 -0.87 0.11
N 1.45 -1.90 0.19
O -1.52 0.91 0.33
*
```

---

The structure with the most favorable energy is b; the runner-up is 1.700 eV above it.

---

## a
Computed, not measured: 2 unconnected molecules or ions with the total composition C19H27N5O4, with ωB97M-V/def2-TZVPD.

Calculated values
HOMO energy = -8.14 eV
SMILES = CNC(=O)[C@H](CC(N)=O)NC(C)=O.CN(C)Cc1ccc(-c2cccnc2)o1
Gap between HOMO and LUMO = 0.3051 Ha

```
! RIJCOSX wB97M-V def2-TZVPD def2/J DEFGRID3
* xyz 0 1
H -6.25 -2.29 -0.23
H -5.24 1.31 0.23
H 1.90 0.05 4.18
C 2.38 1.43 2.86
H 1.24 2.03 1.17
N 3.37 1.95 -1.77
H 1.93 -3.16 1.93
H -5.11 -0.79 -3.01
C -5.23 -1.99 -0.02
H 2.39 1.81 -3.63
H -3.64 2.02 -2.98
H -6.71 -0.01 -2.84
H 4.48 -0.33 1.15
C -4.71 -0.73 -0.10
C 5.34 1.38 0.62
C -1.68 -2.41 0.87
N 0.56 -1.66 1.40
H 4.08 2.34 -3.71
H -5.49 0.69 -3.92
H 4.20 2.29 -1.29
C 2.52 1.21 -1.05
H 0.34 -5.01 1.68
C 2.88 0.84 0.41
C -5.47 0.52 -0.49
O -3.38 -0.73 0.23
C -3.04 -2.03 0.49
C -3.73 1.47 -2.04
H 6.60 0.63 2.16
H 2.34 -0.09 0.57
C 6.66 0.83 1.09
H -6.54 0.33 -0.44
C -4.13 -2.85 0.36
O 1.46 0.81 -1.52
H -3.44 2.13 -1.22
N 4.29 0.57 0.73
H -3.03 0.62 -2.07
H 6.89 -0.09 0.56
H 2.82 3.45 -3.13
C 2.30 1.86 1.41
N 1.85 0.28 3.20
H 7.45 1.56 0.90
C -5.63 0.17 -2.97
C -1.31 -3.74 1.11
C 0.01 -4.00 1.49
H 2.82 2.82 1.30
O 5.29 2.51 0.15
N -5.12 0.99 -1.86
H 1.37 -0.30 2.52
H -0.97 -0.37 0.83
H -4.17 -3.92 0.51
C 3.15 2.41 -3.14
C 0.91 -2.94 1.62
C -0.71 -1.41 1.02
O 2.92 2.11 3.71
H -2.01 -4.56 1.00
*
```

---

## b
Computed, not measured: 2 unconnected molecules or ions with the total composition C19H27N5O4, with ωB97M-V/def2-TZVPD.

Calculated values
HOMO energy = -8.03 eV
SMILES = CNC(=O)[C@H](CCC(N)=O)NC(C)=O.O=C1Nc2ccccc2[C@]12CCNC2
Gap between HOMO and LUMO = 0.3090 Ha

```
! RIJCOSX wB97M-V def2-TZVPD def2/J DEFGRID3
* xyz 0 1
C 2.36 1.60 -3.37
C -2.72 1.21 -3.98
H 2.13 1.28 -1.24
C 1.00 -1.39 2.63
H 3.14 3.07 3.69
C 0.42 1.04 -4.74
H 0.37 -1.68 1.79
H -1.55 0.04 2.72
H 3.38 1.96 -3.30
H -3.30 -1.36 4.14
H -3.66 -1.60 -5.30
N 1.73 2.05 2.53
H -4.39 0.87 -5.34
O -2.73 -0.22 -1.25
H -2.31 -1.89 -3.47
C -2.94 -0.55 4.76
N -0.92 -0.15 3.49
H -1.10 -1.50 -4.71
N 3.25 -3.50 3.03
C 0.52 -0.05 3.21
C 0.35 0.75 -2.33
C 2.56 2.15 3.73
H 3.24 1.31 3.80
H -3.22 -0.71 5.80
C -0.26 0.68 -3.58
C 0.80 1.13 2.25
H 1.04 0.13 4.14
O 0.17 1.22 1.20
O 3.35 -3.19 0.88
C 2.47 -1.35 2.15
C -1.74 0.03 -1.93
C -3.82 0.34 -4.57
N -0.53 0.30 -1.37
H -0.07 0.98 -5.71
H 3.07 -0.83 2.90
H -3.11 1.87 -3.20
C -1.98 -1.12 -4.18
H 2.28 1.80 -5.52
H 2.53 -0.81 1.21
C 3.06 -2.75 1.97
C -1.69 0.20 -3.45
C -1.43 -0.50 4.67
H -3.35 0.40 4.41
H 1.93 2.18 4.63
H 1.83 2.77 1.83
H -2.29 1.83 -4.77
H -0.44 0.56 -0.38
O -0.74 -0.75 5.64
H 0.90 -2.15 3.41
H 2.98 -3.19 3.95
C 1.74 1.51 -4.63
H -4.50 0.01 -3.78
C 1.66 1.22 -2.22
H 3.61 -4.42 2.85
N -3.06 -0.79 -5.11
*
```

---

The structure with the most favorable energy is b; the runner-up is 1.662 eV above it.

---

## a
Computed, not measured: a single C5H6F2N2 molecule, with ωB97M-V/def2-TZVPD.

Calculated values
HOMO energy (alpha / beta) = -7.90 / -7.90 eV
Gap between HOMO and LUMO (alpha / beta) = 0.2549 / 0.2550 Ha

```
! RIJCOSX wB97M-V def2-TZVPD def2/J DEFGRID3
* xyz 0 1
H -1.41 -1.59 -0.06
H -0.57 -3.09 0.69
H 1.00 -1.47 1.60
N 0.27 2.49 -0.07
H 1.22 -1.64 -0.10
H -0.12 3.14 -1.75
N 0.02 2.23 -1.32
F 0.58 1.71 2.05
C 0.50 1.34 0.73
C 0.50 -1.31 0.58
C -0.82 -2.08 0.63
F -0.28 0.99 -3.16
C 0.29 0.07 0.39
C -0.02 1.08 -1.85
H -1.17 -1.90 1.63
*
```

---

## b
Computed, not measured: 2 unconnected molecules or ions with the total composition C5H6F2N2, with ωB97M-V/def2-TZVPD.

Calculated values
HOMO energy = -9.33 eV
SMILES = Fc1cccnc1F.N
Gap between HOMO and LUMO = 0.3761 Ha

```
! RIJCOSX wB97M-V def2-TZVPD def2/J DEFGRID3
* xyz 0 1
H 1.31 2.43 0.87
N 0.08 1.58 -0.51
F -1.25 0.65 -2.05
H -1.99 -0.12 1.72
F 0.11 -1.76 -1.83
H 2.07 -1.69 -0.13
C -0.23 0.52 -1.20
C 1.10 1.51 0.33
H -2.44 -1.57 1.11
N -2.21 -0.62 0.86
C 1.52 -0.76 -0.23
C 1.85 0.37 0.50
H 2.69 0.35 1.19
H -3.05 -0.20 0.48
C 0.45 -0.69 -1.10
*
```

---

The structure with the most favorable energy is b; the runner-up is 6.818 eV above it.

---

## a
Computed, not measured: 13 unconnected molecules or ions with the total composition C6H39NO13, with ωB97M-V/def2-TZVPD.

Calculated values
HOMO energy = -9.11 eV
Gap between HOMO and LUMO = 0.3326 Ha

```
! RIJCOSX wB97M-V def2-TZVPD def2/J DEFGRID3
* xyz 0 1
H -1.49 -0.96 -2.81
H 2.36 -1.94 -2.67
H 5.05 -0.72 0.66
H -1.85 -0.69 -0.28
C 0.79 2.49 2.19
H 3.82 -0.23 -2.06
H 1.31 4.27 1.28
O -2.15 3.64 -2.77
H 1.34 2.34 -0.49
O 0.78 -0.85 3.22
H -3.78 -2.21 -1.05
H -4.66 -1.01 -1.53
O -4.07 3.03 0.45
H -1.15 1.75 0.49
O -0.93 -3.15 3.21
H 1.59 0.41 -0.38
H 0.87 3.04 3.13
H 0.73 -1.21 4.11
O 4.19 -0.42 0.95
C -0.39 0.71 -1.10
H 3.19 -0.30 -0.70
H 0.33 -4.02 -0.63
C 0.54 3.52 1.08
H 0.39 -4.22 -3.02
H -1.41 4.03 -2.29
O -2.18 -0.40 -2.44
H -0.24 -2.75 2.68
C 0.65 -0.13 -0.40
H -1.73 -2.65 3.01
H -3.41 2.99 -0.25
H -2.50 0.78 -0.83
H -3.64 3.12 1.30
H -2.98 0.79 2.05
O 2.29 -1.99 1.29
H -2.23 1.70 3.13
O -2.41 1.54 2.21
O 3.35 -0.85 -1.49
N -0.77 2.00 -0.42
H 0.27 3.65 -1.06
H 0.61 -2.79 -2.89
O -0.02 -3.46 -2.56
H 1.66 -0.71 2.89
C -1.81 -0.01 -1.14
H 2.52 -1.57 0.46
C 0.42 2.88 -0.29
H 1.55 1.74 1.99
O -4.65 -1.94 -1.32
H 2.62 -2.91 -3.83
H -0.36 4.12 1.30
H -2.16 2.72 -2.48
H 1.85 -2.84 1.10
H -0.09 1.86 2.36
O 2.13 -2.12 -3.60
H 0.71 -1.01 -1.05
O 0.75 -4.13 0.23
H 0.44 -0.42 0.63
H 3.88 -0.80 1.76
H -0.06 0.98 -2.10
H 0.17 -4.67 0.77
*
```

---

## b
Computed, not measured: 13 unconnected molecules or ions with the total composition C6H39NO13, with ωB97M-V/def2-TZVPD.

Calculated values
HOMO energy = -9.59 eV
Gap between HOMO and LUMO = 0.3510 Ha

```
! RIJCOSX wB97M-V def2-TZVPD def2/J DEFGRID3
* xyz 0 1
H -2.09 -4.52 -0.50
H 3.48 -2.06 -1.51
H -0.44 0.61 3.58
H -0.06 -3.16 2.70
H 0.97 -2.99 1.09
H -0.15 3.65 2.07
O 0.27 0.88 -4.01
H 1.09 0.92 -1.23
C 0.23 -1.29 1.83
H -0.12 1.08 0.75
O 0.07 0.98 -1.22
H -3.89 2.28 -1.19
O 3.26 3.06 -0.71
O -2.18 -4.94 0.45
H 2.21 2.95 -2.32
H -0.95 2.45 -2.88
H 1.01 -0.59 2.43
C -1.08 -0.98 2.51
H 2.08 -1.43 -1.94
C -0.94 -0.27 3.77
H -2.38 -0.85 -2.87
H -1.52 -2.03 2.76
H -0.23 -0.82 4.49
H -0.37 2.55 1.02
H 0.42 1.04 -4.89
O -2.18 0.12 -2.91
H 2.12 0.93 4.11
H -1.89 -0.53 1.89
O -0.86 3.22 1.58
H 1.57 -2.57 2.81
H 4.05 3.19 -1.16
N -0.45 -2.02 -0.57
H 3.07 0.26 0.79
H -0.48 3.89 -3.31
H -1.58 -4.19 0.80
H -0.70 -1.47 -1.43
H 1.37 -0.84 -0.08
H -3.81 -3.03 -0.18
H 2.47 -0.29 3.53
H 1.56 4.22 -2.62
H 3.33 2.24 -0.22
H -1.89 -0.15 4.36
O -1.31 3.28 -3.36
O 3.58 0.49 -0.02
H 3.37 -0.17 -0.67
O -4.20 1.43 -0.96
H 0.68 1.48 -3.41
H -1.28 -2.48 -0.24
O 2.34 0.69 3.30
H -1.32 0.28 -2.73
C 0.20 -0.99 0.28
C 0.73 -2.71 2.09
O -3.15 -2.37 -0.04
O 3.00 -1.30 -1.73
H -3.83 0.89 -1.80
O 1.92 3.40 -3.07
H -3.33 -2.18 0.93
H -1.41 0.36 -0.09
C -0.37 0.43 -0.04
*
```

---

The structure with the most favorable energy is a; the runner-up is 2.861 eV above it.

---

## a
Computed, not measured: a molecular structure, C2H3ClFI, with ωB97M-V/def2-TZVPD.

Calculated values
HOMO energy = -9.85 eV
Gap between HOMO and LUMO = 0.2990 Ha

```
! RIJCOSX wB97M-V def2-TZVPD def2/J DEFGRID3
* xyz 0 1
F -0.25 0.77 -2.05
C -0.21 -0.60 -0.19
H 0.70 -0.01 1.52
I -2.09 -1.26 -0.46
H 1.09 1.17 0.31
Cl 1.08 -1.72 -0.75
C 0.27 0.54 0.63
H -0.60 1.11 0.99
*
```

---

## b
Computed, not measured: a molecular structure, C2H3ClFI, with ωB97M-V/def2-TZVPD.

Calculated values
HOMO energy = -9.85 eV
Gap between HOMO and LUMO = 0.2983 Ha

```
! RIJCOSX wB97M-V def2-TZVPD def2/J DEFGRID3
* xyz 0 1
Cl 1.73 2.00 1.20
H -0.43 0.25 0.83
C 0.25 0.11 -0.04
H 0.28 -0.91 -0.26
F 1.57 1.67 -1.88
H -0.02 0.71 -0.93
C 1.58 0.67 0.24
I 3.29 -0.49 -0.04
*
```

---

The structure with the most favorable energy is b; the runner-up is 0.137 eV above it.